Formula: C6H10ClNO3
Source: the Open Molecules 2025 dataset
Level of theory: wB97M-V/def2-TZVPD

```
! wB97M-V def2-TZVPD RIJCOSX def2/J DEFGRID3
* xyz 0 1
C -0.472 0.046 -1.612
C -1.549 -1.085 0.345
O 1.573 -1.905 -0.520
H -0.653 2.395 0.041
H -1.413 0.143 -2.084
H 0.045 -0.771 -2.015
H 0.659 0.099 1.708
Cl 3.020 0.821 -1.111
H -2.124 1.488 -0.059
N 1.538 -1.345 0.512
C -0.615 0.073 -0.059
O 2.212 -1.628 1.486
H -1.819 -1.120 1.376
C 2.334 0.970 0.462
H -1.474 1.469 1.430
C -1.176 1.384 0.399
C 0.705 -0.224 0.681
H 0.215 0.725 -2.099
H -1.183 -2.078 -0.034
H -2.536 -1.099 -0.201
O 2.713 1.641 1.356
*
```

Its strongest force on any atom is 4.88 eV/Å. As for the HOMO-LUMO gap: 9.64 eV. The value obtained for the energy is -975.11076 a.u. Its HOMO energy is -10.09 eV.

Formula: C32H43AsN8S3Zr
Source: the Open Molecules 2025 dataset
Level of theory: wB97M-V/def2-TZVPD

```
! wB97M-V def2-TZVPD RIJCOSX def2/J DEFGRID3
* xyz 2 1
C 1.931 -5.398 0.278
N -0.715 -1.995 -1.658
C -1.308 0.372 5.087
H -1.533 2.200 -2.224
C -0.487 5.830 0.531
H 0.262 -2.764 -6.699
N 1.787 -3.329 1.451
H -0.841 -0.419 -6.299
C 1.861 -4.661 1.444
C 0.062 1.035 3.212
H -3.518 0.640 -2.122
H -2.848 0.544 1.418
C -1.151 6.347 1.636
H -0.990 2.896 -0.884
C -0.223 -0.297 5.639
C 0.816 -1.868 -6.421
C -3.027 -0.439 0.977
H -0.257 -0.896 2.031
H -1.751 -3.095 -0.205
C 2.078 2.212 1.201
C -3.499 0.764 -1.037
H -2.033 1.531 3.449
C 4.723 2.827 0.695
N -0.082 -0.877 -5.822
C -0.433 3.662 1.583
H -3.470 2.904 -1.150
H 4.862 3.285 2.789
H -4.532 0.703 -0.679
N 1.213 -1.414 -4.144
N -2.690 -0.350 -0.471
H -0.327 -0.803 6.589
N -1.502 2.080 -1.213
C 0.192 -0.644 -4.550
H -4.096 -0.655 1.086
C 1.141 0.342 3.757
S -0.618 0.493 -3.562
H 1.912 -3.193 -5.053
C -2.882 2.099 -0.702
H -2.258 0.388 5.604
H 2.500 2.756 3.242
C -1.170 1.025 3.871
C -1.078 4.184 2.697
H 1.294 -1.460 -7.309
H 1.606 -6.441 -2.160
C 3.900 2.426 -0.344
C 1.795 -2.736 0.260
H -0.342 -2.246 1.202
H -2.229 -3.473 -1.842
C -0.122 4.493 0.504
C 2.562 2.118 -0.103
H -0.867 -1.755 -2.634
C -2.199 -1.470 1.701
H 1.858 -5.147 2.413
As 0.197 1.836 1.470
H 0.470 4.129 -0.331
C 4.223 2.947 1.986
S 1.969 -0.948 0.292
C -1.433 5.529 2.717
C 2.894 2.643 2.239
H -2.292 -1.323 2.778
H -1.925 5.936 3.590
C -1.941 -2.654 -1.178
H -1.429 7.392 1.663
C 1.824 -4.695 -0.915
H -2.847 2.292 0.373
H 5.759 3.060 0.494
H 2.090 0.303 3.239
Zr -0.178 0.066 -0.675
H 4.289 2.354 -1.351
C 0.992 -0.320 4.970
S 1.514 1.733 -1.502
C -3.055 -1.618 -1.168
H -2.554 -2.478 1.494
H 0.112 -2.612 -1.641
N -0.787 -1.335 1.276
H 1.043 -4.923 -2.886
C 1.803 -5.376 -2.248
H 2.808 -1.729 -5.489
H -3.970 -2.037 -0.736
H -3.278 -1.357 -2.204
H 2.026 -6.473 0.293
C 1.819 -2.132 -5.275
N 1.741 -3.360 -0.917
H 2.769 -5.245 -2.739
H -1.286 3.576 3.566
H 1.833 -0.852 5.391
H 1.753 -1.132 -3.337
H -0.232 6.473 -0.301
*
```

Its strongest force on any atom is 0.96 eV/Å. As for the HOMO-LUMO gap: 7.06 eV. The value obtained for the energy is -5160.35057 a.u. Its HOMO energy is -12.55 eV.

Formula: C31H33Br2N4O4Sn
Source: the Open Molecules 2025 dataset
Level of theory: wB97M-V/def2-TZVPD

```
! wB97M-V def2-TZVPD RIJCOSX def2/J DEFGRID3
* xyz 1 1
C -1.920 -0.336 -2.629
C -0.532 -0.652 -3.189
C 2.850 2.012 5.017
Br 3.822 2.017 -1.422
O 2.032 -0.209 -1.667
H -1.781 0.263 -1.703
H 0.686 3.877 -6.375
H -0.764 -3.234 4.737
N -0.130 -1.635 3.681
C -4.765 -3.171 2.186
O -0.751 -3.939 0.781
C -3.946 -4.190 2.605
H -2.639 0.158 -3.297
C 1.648 3.121 -2.949
C 0.715 4.549 -5.543
H 2.111 -1.161 1.997
C -4.289 -1.860 2.307
C -0.006 -1.840 -2.349
H 3.101 3.024 5.287
H -4.897 -1.057 1.926
H 2.168 4.037 -2.944
C 0.379 2.974 -3.625
H -0.915 5.125 -2.579
H -1.582 3.244 -5.714
C -0.680 -1.030 -4.638
C 1.689 -2.881 4.700
Sn -0.451 0.101 1.945
H 0.129 -1.576 -1.287
H -0.726 -2.701 -2.392
H -1.892 4.925 -5.311
H 1.761 -3.160 0.665
H -2.459 -1.211 -2.236
C -2.974 -1.676 2.755
C -1.573 3.971 -4.905
H 1.159 -3.855 4.502
H 1.072 2.635 3.921
H -1.138 1.773 -4.165
C 1.060 -1.699 4.366
C -1.032 -2.573 3.959
H 4.539 -1.531 6.122
C 0.288 0.575 -3.120
C 2.177 2.033 -2.397
C -0.166 5.366 -3.351
H 1.952 -0.792 0.359
C -2.742 -4.078 3.140
C 2.972 -0.400 5.213
H -2.309 3.818 -4.125
O -2.480 -0.449 2.758
C -0.363 -2.778 0.849
H -1.134 -0.238 -5.341
C 1.747 -0.479 4.525
C -0.188 4.143 -4.374
C 2.933 -2.803 5.387
H 0.922 -2.202 -2.812
H 4.406 1.061 6.009
H -1.336 -1.894 -4.671
Br -4.328 -6.019 2.165
N 1.030 -2.486 0.863
H -5.713 -3.535 1.865
C -0.163 1.708 -3.697
C -2.239 -2.769 3.305
O -1.038 -1.706 0.763
C 1.645 1.787 4.270
C 3.475 0.916 5.464
H 1.770 4.728 -5.282
H 3.316 -3.737 5.662
N 1.162 0.621 4.006
H 0.399 5.545 -5.929
C 3.584 -1.649 5.577
N 1.486 -1.167 1.204
H 0.849 5.592 -2.925
H -2.285 -4.989 3.505
C 1.554 0.664 -2.370
H 0.280 -1.216 -5.144
H -0.543 6.197 -3.888
*
```

Its strongest force on any atom is 4.59 eV/Å. As for the HOMO-LUMO gap (alpha / beta): 7.35 / 3.90 eV. The value obtained for the energy is -7083.11906 a.u. Its HOMO energy (alpha / beta) is -11.27 / -10.06 eV.